Here is a 2-piece molecular cluster, C5H8BrN2O overall at a distorted geometry from the OMol25 dataset. Energies are from ωB97M-V with the def2-TZVPD basis set.

```
17
Properties=species:S:1:pos:R:3:forces:R:3:mulliken_charge:R:1
H -1.746620 -0.015576 2.681292 -1.54 -0.61 -0.70 0.36
Br 0.533871 1.613411 -3.753179 -0.57 0.24 1.49 -0.05
C -0.096511 -0.680818 1.761391 -1.51 4.11 -1.84 -0.32
O -0.812602 -0.072224 2.680296 2.17 1.42 1.42 -0.47
C -0.033323 0.537051 0.091932 -0.86 -0.82 3.14 0.08
H -0.694131 2.223309 1.155561 -0.02 -0.28 -0.56 0.26
H -0.546822 -1.463003 1.343617 -1.48 -3.32 -1.92 0.44
C 0.813310 -0.901107 -1.686051 -0.74 -1.12 0.91 -1.10
C 0.058011 1.556297 -1.895216 -0.50 -0.04 0.38 0.03
H 0.896898 -0.745044 1.986938 2.45 -0.08 0.64 0.40
H 1.227171 -1.485652 -0.895082 0.43 0.28 1.44 0.38
H 0.131381 -1.725659 -2.022562 0.09 1.69 -0.92 0.32
H 1.682449 -0.639678 -2.214709 0.62 -0.07 -1.66 0.48
H -0.857620 3.489709 -1.137104 0.72 -1.49 0.35 0.39
N 0.248622 0.356160 -1.182807 0.19 -0.39 -0.12 0.11
N -0.508692 1.791762 0.247421 0.49 -0.51 -0.35 -0.06
C -0.471024 2.443889 -0.968950 0.07 1.00 -1.71 -0.24
```
Positions in Å, forces in eV/Å.

Results
gap between HOMO and LUMO	10.27	eV
charge	+1

***

Here is a 2-piece molecular cluster, CH3Cl2PS overall at a distorted geometry from the OMol25 dataset. Energies are from ωB97M-V with the def2-TZVPD basis set.

```
8
Properties=species:S:1:pos:R:3:forces:R:3:mulliken_charge:R:1
C -0.442535 0.123904 0.067769 -0.36 0.55 -1.39 -0.82
H 0.577406 -0.103453 0.021943 1.24 -0.38 -0.73 0.23
H -0.768015 0.056578 1.055894 -1.26 0.13 1.18 0.32
S 2.877176 2.136193 2.669271 -0.31 -0.30 0.49 -0.16
H -0.976742 0.557369 -0.794226 0.28 -0.38 0.88 0.28
Cl 3.247576 3.018902 -0.244706 -0.06 0.80 -1.07 -0.16
Cl 4.629383 0.337673 0.520431 -1.16 0.31 0.15 -0.24
P 2.773022 1.417628 0.842084 1.63 -0.73 0.48 0.54
```
Positions in Å, forces in eV/Å.

Results
gap between HOMO and LUMO (alpha / beta)	9.64 / 5.69	eV

***

Here is a 3-piece molecular cluster, C2H11NO2 overall at a distorted geometry from the OMol25 dataset. Energies are from ωB97M-V with the def2-TZVPD basis set.

```
16
Properties=species:S:1:pos:R:3:forces:R:3:mulliken_charge:R:1
C -2.320702 1.625034 -0.357523 0.81 3.23 -0.19 -0.84
H 2.598947 -2.884504 -2.013561 1.78 -1.67 -0.06 0.33
N -1.312486 1.522137 0.770332 2.04 2.06 -1.06 -0.36
H -1.376550 1.491381 2.962037 0.00 0.96 -0.73 0.27
H 2.256739 -0.504025 -0.547103 -0.50 -0.27 0.46 0.32
C -1.867045 1.993874 2.096098 -2.59 -0.45 -1.94 -0.69
H -0.486128 2.202218 0.541225 -1.95 -1.81 0.38 0.23
H -2.123877 1.266725 -1.438132 1.00 1.11 1.79 0.28
H -2.046844 3.151019 2.109993 0.62 -2.04 0.45 0.25
H -2.921590 1.516161 2.032633 1.41 0.95 0.67 0.24
H -2.852041 2.699734 -0.324948 1.17 -2.10 -0.54 0.26
H 1.286218 -0.846868 0.624803 -0.15 0.41 0.49 0.31
H 3.497508 -3.818539 -1.168984 0.05 -0.13 0.51 0.32
O 3.356604 -3.566247 -2.076916 -1.90 1.83 -0.38 -0.65
H -3.058086 0.959081 -0.150295 -2.44 -1.92 1.21 0.36
O 1.585844 -1.133851 -0.229515 0.67 -0.16 -1.05 -0.64
```
Positions in Å, forces in eV/Å.

Results
SMILES	CNC.O.O
gap between HOMO and LUMO	9.88	eV

***

Here is C17H32MgNOP as an isolated structure at a distorted geometry from the OMol25 dataset. Energies are from ωB97M-V with the def2-TZVPD basis set.

```
53
Properties=species:S:1:pos:R:3:forces:R:3:mulliken_charge:R:1
C 0.904641 -3.333266 3.069423 -0.03 0.24 0.21 -1.66
C 0.805710 0.991903 -0.727510 -0.32 -0.59 1.06 0.00
C -1.682700 2.751304 -0.034164 0.05 -0.37 0.08 -1.14
H -1.987682 0.330716 -1.144640 -0.44 -0.49 -0.91 -0.30
Mg -0.470401 -0.170866 0.515550 0.09 -0.65 0.19 1.88
H -0.584688 3.206140 2.399419 0.31 -0.38 0.12 0.48
C 1.270534 2.244805 -0.340911 0.81 0.57 -1.44 0.70
C 1.050858 2.839850 1.021776 0.24 0.25 0.61 -1.11
C 1.409854 1.486567 -3.014101 -0.71 -0.36 -0.05 -0.84
C 1.933860 2.722348 -2.630593 0.33 -0.31 0.03 -0.79
H -2.137464 1.435054 2.942648 -0.04 -0.11 -0.29 0.28
H 1.427599 -0.601882 3.003541 0.06 -0.19 -0.19 0.18
C 1.917905 3.075713 -1.284575 -0.55 -0.08 0.31 -0.82
C 0.804084 0.631640 -2.065821 0.53 0.89 -0.75 0.46
H 1.411036 1.175314 -4.057865 0.01 0.25 0.01 0.36
H 2.988949 -1.441511 2.913881 -0.22 0.13 -0.18 0.51
H 2.367136 -0.577331 1.477911 -0.10 -0.19 0.19 0.31
H -3.704992 -0.458846 -3.287713 0.22 0.00 -0.08 0.44
H 2.700453 -2.794538 0.174740 -0.14 -0.18 0.19 0.35
C 0.069890 -0.633338 -2.508279 0.41 -0.14 -0.50 -1.10
N -1.256700 1.770206 1.014425 -0.67 0.94 0.49 0.42
P -1.689407 -0.753673 -2.030391 1.78 1.28 3.06 0.89
H 2.356647 4.020907 -0.949174 -0.22 -0.15 -0.23 0.42
H -2.411563 -3.049965 -2.034001 -0.19 -0.30 -0.15 0.51
C 2.078407 -1.193405 2.343276 0.24 0.16 0.23 -1.79
H -3.253573 2.056985 1.695278 0.14 -0.18 0.24 0.49
H -2.778917 2.818238 -0.044363 0.36 0.05 -0.06 0.42
H 2.340266 3.413755 -3.376451 -0.01 -0.38 0.27 0.35
C 1.420455 -2.485722 1.909389 -0.46 -0.21 -0.32 2.16
C -2.405225 1.379790 1.877932 -0.28 0.40 0.15 -1.03
H 1.943133 2.653256 1.640738 -0.16 0.19 -0.05 0.37
H 3.244342 -3.611220 1.662811 -0.17 0.07 -0.13 0.43
H -1.257869 3.744031 0.185761 -0.24 -0.25 -0.17 0.26
H -2.344501 0.536979 -3.886670 -0.05 -0.22 0.11 0.38
H 0.969901 3.936392 0.907293 0.14 -0.45 0.06 0.40
H -0.177005 -2.991214 0.901025 -0.49 0.41 -0.07 0.22
H 1.858112 -4.269134 0.780976 0.12 0.17 -0.11 0.40
H -0.998503 -2.826723 -0.983718 -0.42 0.44 -0.33 0.05
C -0.157745 2.350166 1.840582 -0.36 -0.17 -0.35 -1.21
H -2.713029 0.340987 1.658134 0.04 0.31 0.10 0.11
H 0.151798 1.557393 2.543055 -0.16 0.32 -0.04 0.44
H 0.546876 -1.548334 -2.100963 -0.20 0.38 -0.29 0.25
H 1.741256 -3.648203 3.707101 -0.14 0.07 -0.08 0.44
C -1.950126 -2.370114 -1.301348 -0.82 -0.77 -0.28 -1.09
C -2.633378 -0.457508 -3.520451 -0.64 -0.32 -1.19 -1.45
H -2.419454 -1.207696 -4.293299 -0.14 0.13 -0.02 0.39
H 0.063580 -0.700321 -3.606962 0.36 -0.08 0.03 0.44
H 0.418271 -4.236469 2.679031 0.06 0.15 0.12 0.41
H -2.611871 -2.290318 -0.425889 0.22 0.08 -0.32 0.30
C 2.361151 -3.337918 1.067947 0.24 0.13 -0.10 -1.69
O 0.236372 -2.125426 1.071717 1.45 -0.63 0.64 -1.41
H 0.174816 -2.775595 3.669555 0.18 -0.14 -0.13 0.27
H -1.341102 2.420099 -1.025063 -0.01 0.28 0.32 0.28
```
Positions in Å, forces in eV/Å.

Results
gap between HOMO and LUMO (alpha / beta)	3.57 / 3.91	eV

***

Here is one molecule with the formula C2H2N4O2 at a distorted geometry from the OMol25 dataset. Energies are from ωB97M-V with the def2-TZVPD basis set.

```
10
Properties=species:S:1:pos:R:3:forces:R:3:mulliken_charge:R:1
H -1.554113 1.104227 -0.162557 0.63 0.13 0.79 0.18
O -2.703826 -0.538350 -0.289922 6.31 2.26 2.47 -0.48
C 0.880339 0.308917 0.230632 -0.19 0.06 -0.84 0.47
H 0.363939 2.128992 -0.139684 1.51 -0.70 1.04 0.26
C -1.581027 0.036841 0.062917 -4.94 -3.98 -3.05 0.13
N -0.341156 -0.548326 0.519388 2.30 3.52 -0.95 0.18
N 1.961284 -0.479902 -0.206157 -1.57 -7.12 0.45 -0.08
O 0.164058 -1.797300 0.276204 0.05 -1.73 -0.84 -0.20
N 1.595070 -1.706975 -0.291308 -0.56 4.82 1.24 0.04
N 1.215432 1.491877 0.000484 -3.54 2.73 -0.33 -0.50
```
Positions in Å, forces in eV/Å.

Results
SMILES	[H]/N=c1/nnon1C=O
gap between HOMO and LUMO	8.97	eV

***

Here is a 2-piece molecular cluster, C3H8O overall at a distorted geometry from the OMol25 dataset. Energies are from ωB97M-V with the def2-TZVPD basis set.

```
12
Properties=species:S:1:pos:R:3:forces:R:3:mulliken_charge:R:1
C 1.094698 0.458880 0.761120 -0.92 0.59 -0.92 -0.54
H -0.993881 -2.088649 -0.343742 -0.35 0.75 0.37 0.06
H 1.415986 1.435885 -1.153201 -0.70 0.16 -0.41 0.29
H 1.553363 2.538786 0.182802 0.04 -0.14 0.06 0.27
H -2.201915 -3.148796 -1.007822 -1.43 0.19 -0.10 0.23
H 0.603290 -0.357615 0.225523 0.39 -0.30 0.13 -0.03
O -2.843358 -1.224394 -0.453095 -0.88 0.23 0.01 -0.37
C 0.975811 1.686429 -0.193711 0.97 -0.28 1.77 -0.84
H 0.436396 0.630637 1.611621 0.43 0.00 0.37 0.27
H 2.109306 0.201509 1.044937 0.00 -0.07 0.08 0.32
H -0.057963 1.996050 -0.091555 -0.21 0.05 -1.10 0.26
C -2.091732 -2.128722 -0.582876 2.66 -1.17 -0.28 0.08
```
Positions in Å, forces in eV/Å.

Results
SMILES	C=O.CC
gap between HOMO and LUMO	11.10	eV